Below is a structure of composition C25H27N3O3Tc at a distorted geometry, with properties calculated with ωB97M-V/def2-TZVPD.

Properties
- Maximum force: 0.0368 hartree/bohr
- LUMO (alpha / beta): -7.92 / -9.50 eV
- Charge: +2
- Multiplicity: 4
- E: -1439.04416 Ha
- Gap between HOMO and LUMO (alpha / beta): 6.20 / 4.68 eV

Each line ends with the Löwdin spin population.
Element x y z (Å)
Tc -0.04656 -0.18801 -0.14525  2.07
C 2.74595 -2.56800 2.20709  0.01
C 3.16993 -1.15730 2.00140  0.08
C 4.50283 -0.80849 2.19967  0.01
C 4.93270 0.50338 2.08143  0.16
C 4.02828 1.50547 1.74850  0.01
C 2.68992 1.21725 1.55104  0.09
C 1.70251 2.31398 1.30989  0.02
C 2.25071 -0.12698 1.68263  0.16
N 0.88562 -0.37903 1.62799  0.16
C 0.25646 -0.96275 2.70541  0.02
O 0.77999 -1.27620 3.74444  0.08
C -1.19859 -1.08655 2.40022  0.02
C -2.19265 -1.54580 3.25184  -0.01
C -3.51457 -1.43109 2.83775  0.02
C -3.80965 -0.80333 1.62767  -0.01
C -2.75839 -0.37920 0.82877  0.02
N -1.49176 -0.58512 1.19856  0.00
C -2.84072 0.37778 -0.46460  0.00
O -3.83033 0.50429 -1.13468  0.01
N -1.57043 0.85464 -0.80920  -0.02
C -1.48827 1.76020 -1.87204  0.01
C -0.52329 1.53301 -2.87723  -0.01
C 0.46401 0.41309 -2.71436  0.01
C -0.53199 2.30239 -4.02547  0.00
C -1.46388 3.33027 -4.18650  -0.01
C -2.34076 3.61844 -3.16663  0.00
C -2.35861 2.87847 -1.98264  -0.01
C -3.24718 3.32652 -0.88358  0.00
H 3.54746 -3.25002 1.93652  0.00
H 1.83706 -2.82563 1.66810  0.00
H 2.54327 -2.71706 3.27168  0.00
H 5.21422 -1.58016 2.45510  0.00
H 5.96867 0.74401 2.25897  0.01
H 4.36994 2.52629 1.67460  0.00
H 2.17133 3.28723 1.43586  0.00
H 0.87987 2.23956 2.02127  0.00
H 1.29068 2.25992 0.29481  0.01
H -1.91485 -1.96457 4.20860  0.00
H -4.31361 -1.80715 3.46246  0.00
H -4.82564 -0.63763 1.30853  0.00
H -0.07917 -0.53981 -2.58184  0.01
H 1.16743 0.63146 -1.87503  0.00
H 1.07765 0.30070 -3.60686  0.00
H 0.17766 2.09399 -4.81153  0.00
H -1.47584 3.90504 -5.09971  0.00
H -3.02734 4.44654 -3.25888  0.00
H -3.32933 4.41145 -0.89832  0.00
H -2.89987 3.00039 0.09317  0.00
H -4.24923 2.92652 -1.05323  0.00
C -0.01490 -3.63844 -2.36433  0.00
C 0.17465 -3.45496 -0.86868  0.01
O 0.97415 -2.29752 -0.55275  0.04
H -0.53907 -4.57402 -2.53904  0.00
H 0.93618 -3.67653 -2.89412  0.00
H -0.61937 -2.84083 -2.79186  0.00
H 0.65588 -4.33840 -0.43950  0.00
H -0.78435 -3.29619 -0.36903  0.00
H 1.88517 -2.47552 -0.82710  0.00